No. 1
8
Properties=species:S:1:pos:R:3:forces:R:3 method="wB97M-V/def2-TZVPD" lumo_ev=0.74 smiles="CN1OC1=O" de_lowest_kcal_mol=89.62 spin_multiplicity=1 orbital_gap_ev=10.2
C 0.141 -0.126 0.002 -0.9 0.1 -0.6
N 0.790 -1.303 0.468 0.3 -1.1 2.4
O -0.120 -2.565 0.201 -1.4 -1.4 -0.8
C -0.282 -2.338 1.410 2.5 2.9 -1.4
O -0.667 -2.383 2.498 -0.5 -0.7 0.3
H 0.698 0.686 0.472 0.1 0.0 0.0
H 0.218 -0.044 -1.087 0.0 0.2 0.0
H -0.911 -0.030 0.293 0.0 0.1 0.0

No. 2
12
Properties=species:S:1:pos:R:3:forces:R:3 method="wB97M-V/def2-TZVPD" lumo_ev="4.54 / 4.54" de_lowest_kcal_mol=88.79 spin_multiplicity=1 charge=-1 orbital_gap_ev="6.6 / 6.6"
C -1.536 -0.481 -0.450 3.1 -1.4 -1.3
C -0.381 0.161 0.459 -4.0 0.7 0.6
N 1.737 0.225 -0.755 -0.6 0.0 0.8
N 0.865 -0.566 0.682 0.1 0.2 -0.5
O 1.352 -0.184 1.822 0.4 0.1 -0.2
H -1.677 -1.634 -0.294 0.0 2.2 0.1
H -2.456 0.117 -0.369 0.3 -0.4 -0.1
H -1.013 -0.390 -1.475 -1.5 -0.3 1.0
H -0.220 1.146 0.022 0.2 0.2 -0.1
H -0.995 0.431 1.395 1.7 -0.8 -0.5
H 1.613 1.225 -0.472 0.6 -0.9 0.0
H 2.711 -0.052 -0.566 -0.5 0.3 0.2

No. 3
19
Properties=species:S:1:pos:R:3:forces:R:3 method="wB97M-V/def2-TZVPD" lumo_ev="3.19 / 3.22" de_lowest_kcal_mol=13.52 spin_multiplicity=2 charge=-1 orbital_gap_ev="2.4 / 7.9"
N -0.264 1.638 1.305 -0.3 0.6 -0.1
C 0.028 0.266 1.632 0.6 0.9 0.3
C -0.684 -0.115 2.903 -1.2 -0.3 1.0
O -1.964 -0.742 2.738 0.0 0.4 0.3
C -0.220 -0.693 0.488 0.0 -0.4 0.4
S 1.117 -0.771 -0.730 0.4 -2.0 1.0
S 0.783 0.754 -2.067 -0.3 2.0 -1.1
C -0.462 0.087 -3.203 0.3 -0.9 1.0
H -0.295 2.014 0.373 0.1 -0.4 -0.1
H -0.688 2.212 2.008 -0.1 -0.1 0.0
H 1.079 0.227 1.947 0.2 -0.4 -0.5
H -0.922 0.777 3.495 0.2 0.0 -0.1
H -0.069 -0.738 3.572 0.1 -0.1 -0.4
H -1.878 -1.410 2.063 0.0 -0.3 -0.3
H -0.270 -1.697 0.911 0.2 -0.2 0.0
H -1.202 -0.533 0.046 0.1 0.3 -0.2
H -0.014 -0.587 -3.918 0.0 -0.3 -0.1
H -1.320 -0.368 -2.689 0.3 0.0 0.0
H -0.780 0.957 -3.681 -0.7 1.2 -1.1

No. 4
57
Properties=species:S:1:pos:R:3:forces:R:3 method="wB97M-V/def2-TZVPD" lumo_ev=-7.11 de_lowest_kcal_mol=56.91 spin_multiplicity=1 charge=+2 orbital_gap_ev=7.1
Hf 1.002 0.394 2.081 -0.7 -1.2 -0.4
Cl 2.023 1.595 4.054 0.7 0.7 0.1
C 3.283 2.230 2.890 0.6 1.4 -0.3
Cl 3.795 0.983 1.740 -0.4 0.2 0.3
H 4.143 2.510 3.494 -0.1 -0.2 0.1
H 2.905 3.127 2.339 -0.1 -1.0 0.6
O 1.161 0.091 -0.078 -0.2 0.9 -0.5
C 0.554 1.205 -0.917 1.9 1.0 -0.9
C 0.770 2.561 -0.045 0.2 -1.3 -1.3
O 0.794 3.682 -0.446 0.0 -0.5 0.6
O 0.847 2.168 1.220 0.3 0.8 0.8
C 1.186 1.249 -2.354 -0.7 -0.5 1.2
C 1.597 0.102 -3.016 -0.3 -0.1 -0.2
C 2.114 0.287 -4.289 0.6 -1.2 -0.2
C 2.358 1.532 -4.794 0.1 0.1 -1.3
C 1.829 2.652 -4.217 0.5 0.8 -0.5
C 1.196 2.460 -3.030 -1.1 2.0 2.6
C -0.874 0.923 -0.869 -3.3 2.2 0.4
C -1.792 1.934 -0.732 0.1 -0.5 -0.7
C -3.242 1.613 -0.464 -1.5 -1.1 0.3
C -3.652 0.396 -1.330 -2.0 0.3 0.5
C -2.754 -0.549 -1.552 -0.2 -0.1 -0.7
C -1.450 -0.459 -0.749 1.2 -0.9 -1.5
H 1.985 -0.218 -0.480 0.3 -0.2 -0.3
H 1.440 -0.899 -2.624 0.1 0.0 0.0
H 2.389 -0.514 -4.975 0.0 -0.3 0.7
H 2.885 1.575 -5.730 0.1 0.2 -0.3
H 1.952 3.649 -4.669 -0.2 -0.6 0.3
H 0.746 3.320 -2.470 0.6 -0.8 -1.0
H -1.674 3.000 -0.936 0.9 -0.3 0.3
H -3.959 2.469 -0.623 1.1 -0.8 0.0
H -4.776 0.240 -1.542 2.1 0.6 -0.3
H -2.956 -1.315 -2.336 0.4 0.3 1.2
H -0.715 -1.206 -1.142 -0.6 0.7 0.0
N -3.324 -2.550 1.000 -0.8 1.3 0.6
C -3.105 -1.169 1.069 2.0 -1.4 -0.3
C -1.619 -0.890 0.734 -1.9 2.1 1.3
N -1.180 0.218 1.720 -0.9 0.8 -0.8
C -2.001 1.247 1.764 -0.5 0.7 -0.8
C -3.449 1.184 1.091 1.1 -2.3 1.0
N -3.928 -0.239 1.295 -0.2 0.6 -0.3
H -2.591 -3.205 1.279 -0.4 0.6 -0.1
H -4.256 -2.809 1.300 0.0 -0.3 -0.1
H -1.043 -1.754 0.892 0.9 -1.0 0.6
H -1.665 2.288 2.143 -0.4 -2.0 -0.1
H -4.260 1.742 1.612 1.2 0.3 -0.4
Cl 3.972 -2.031 0.244 -0.7 0.4 0.1
C 2.581 -2.534 1.139 -2.1 -0.9 0.9
C 1.829 -1.662 1.996 0.5 -0.5 0.3
C 0.898 -2.230 2.899 0.9 -0.5 -0.8
Cl 0.429 -1.154 4.326 -0.2 -0.7 -1.4
C 0.541 -3.604 2.883 0.8 1.0 0.2
Cl -0.494 -4.243 4.046 -0.5 -0.2 0.5
C 1.230 -4.437 1.994 0.7 0.7 -0.4
Cl 1.187 -6.118 2.161 -0.5 -0.3 0.0
C 2.163 -3.892 1.072 1.2 0.4 -0.3
Cl 2.975 -4.949 -0.066 -0.6 0.6 0.8

No. 5
20
Properties=species:S:1:pos:R:3:forces:R:3 method="wB97M-V/def2-TZVPD" lumo_ev="-0.05 / -0.05" de_lowest_kcal_mol=247.57 spin_multiplicity=1 orbital_gap_ev="8.8 / 8.8"
C -1.629 -0.534 -0.176 0.7 -0.3 -1.8
C 0.524 0.431 1.663 0.8 -0.7 0.6
C -0.757 -0.627 -1.244 -2.0 0.3 0.6
C -2.426 0.670 0.161 0.4 0.2 0.5
H -1.846 -1.437 0.386 -0.1 -0.1 -0.1
H 0.570 -1.128 -0.679 2.7 -0.8 1.6
H -3.440 0.537 -0.233 0.1 -0.1 0.0
H -2.516 0.802 1.240 0.0 0.1 0.0
H 0.073 0.820 2.570 -0.3 -0.3 0.1
H 1.577 0.254 1.878 0.2 0.5 0.0
H 0.434 1.193 0.897 -0.1 -0.3 -0.4
H -0.566 0.269 -1.820 0.1 0.1 0.0
H -0.819 -1.540 -1.832 0.7 -0.3 0.4
H -2.013 1.566 -0.298 0.0 0.0 0.0
O 2.745 -1.012 -0.093 0.7 1.7 -0.3
O 3.022 -0.347 -1.347 -0.2 -0.6 0.3
O 1.567 -1.696 -0.119 -3.1 -0.1 -2.0
O 2.323 0.881 -1.383 -0.2 -0.1 0.1
H 2.926 1.508 -0.954 0.1 -0.2 0.1
H 0.251 -0.608 1.382 -0.5 1.1 0.2

No. 6
18
Properties=species:S:1:pos:R:3:forces:R:3 method="wB97M-V/def2-TZVPD" lumo_ev=1.27 smiles=CCCC1CC1 de_lowest_kcal_mol=29.37 spin_multiplicity=1 orbital_gap_ev=11.4
C 1.144 -1.779 0.387 0.0 0.2 0.0
C 0.395 -0.917 1.435 0.3 0.0 0.1
C -0.689 0.037 0.868 0.2 0.0 -0.1
C -0.214 1.113 -0.132 0.2 -0.4 0.3
C -1.097 1.779 -1.169 -0.1 -0.1 0.2
C -0.039 0.801 -1.592 0.1 -0.1 -0.1
H 1.633 -1.146 -0.358 -0.1 0.0 0.0
H 0.493 -2.483 -0.157 0.0 0.3 0.2
H 1.933 -2.394 0.849 -0.3 0.3 0.0
H -0.058 -1.626 2.158 0.0 0.6 -0.3
H 1.114 -0.322 1.991 0.3 0.0 0.2
H -1.244 0.579 1.669 0.3 -0.7 -0.3
H -1.313 -0.723 0.414 -1.0 0.5 -0.6
H 0.538 1.785 0.291 -0.1 -0.2 -0.1
H -2.136 1.467 -1.239 0.2 0.0 0.0
H -0.933 2.835 -1.392 0.0 -0.3 0.2
H 0.846 1.174 -2.100 -0.2 0.0 0.0
H -0.372 -0.180 -1.924 0.1 0.2 0.0

No. 7
14
Properties=species:S:1:pos:R:3:forces:R:3 method="wB97M-V/def2-TZVPD" lumo_ev="-0.48 / -0.48" de_lowest_kcal_mol=107.37 spin_multiplicity=1 orbital_gap_ev="8.4 / 8.4"
C -1.095 -0.666 -0.502 7.2 -1.6 5.2
C -0.112 -0.424 0.737 -3.0 -3.5 -5.4
C 1.048 1.998 1.132 -2.7 -0.6 -1.5
O -1.464 1.583 1.878 -1.3 0.5 -0.2
Si -0.491 -1.874 -1.897 1.1 -1.0 1.7
S -0.194 0.880 1.949 1.4 0.1 -0.5
H -1.746 0.090 -0.595 -2.6 2.6 -0.4
H 0.629 -1.306 0.985 -1.3 2.0 -0.6
H 0.753 2.290 0.097 -0.4 0.0 0.9
H 1.896 1.459 0.996 2.7 -1.8 -0.1
H 1.251 2.803 1.761 0.0 1.4 1.1
H -1.397 -2.725 -2.780 0.1 1.0 0.4
H 0.329 -2.981 -1.149 -0.7 0.9 -0.5
H 0.593 -1.128 -2.614 -0.6 -0.1 -0.2

No. 8
18
Properties=species:S:1:pos:R:3:forces:R:3 method="wB97M-V/def2-TZVPD" lumo_ev="-0.05 / 0.12" de_lowest_kcal_mol=32.10 spin_multiplicity=1 orbital_gap_ev="7.8 / 8.1"
C -0.363 -2.533 1.405 -1.3 2.1 -1.1
C 0.901 -2.381 2.169 0.9 0.1 0.7
C -0.191 -0.123 1.194 0.7 -3.0 0.4
C -1.026 -0.119 -1.147 0.1 0.1 0.0
C 0.139 1.922 -0.224 0.1 -0.2 0.0
C 0.056 0.392 -0.193 -0.3 0.3 -0.3
O -1.155 -3.351 1.132 1.0 0.5 0.5
S 1.281 -0.594 2.168 -0.5 -0.1 -0.1
Cl -1.466 0.608 2.098 -0.3 0.2 0.1
H 0.781 -2.766 3.188 -0.1 -0.1 -0.1
H 1.707 -2.948 1.692 -0.1 -0.1 -0.1
H -0.739 0.075 -2.180 0.0 0.0 -0.1
H -1.968 0.391 -0.957 -0.1 0.0 0.0
H -1.173 -1.188 -1.014 0.0 -0.1 -0.1
H -0.795 2.365 0.119 0.0 0.0 0.0
H 0.338 2.270 -1.234 0.0 0.0 -0.1
H 0.942 2.270 0.422 0.1 0.1 0.1
H 1.022 -0.018 -0.505 -0.1 0.0 0.1

No. 9
30
Properties=species:S:1:pos:R:3:forces:R:3 method="wB97M-V/def2-TZVPD" lumo_ev="2.25 / 2.16" spin_multiplicity=4 charge=-1 orbital_gap_ev="5.0 / 4.2"
C -1.705 -0.883 -3.358 -1.2 0.8 0.8
C -1.431 0.289 -4.129 0.6 -0.6 1.9
C -1.969 1.380 -3.400 -1.4 0.0 -1.0
C -2.884 0.894 -2.427 1.5 -0.6 0.5
C -2.632 -0.501 -2.285 1.0 0.0 -1.5
V -0.371 -2.045 -0.124 0.1 -0.1 -1.2
P 1.342 -2.502 -1.747 -0.3 -0.6 -0.2
H -1.297 -1.881 -3.505 -0.3 0.1 -0.2
H -0.820 0.330 -5.021 0.2 0.1 0.1
H -1.837 2.426 -3.657 -0.2 0.0 -0.2
H -3.014 -1.159 -1.508 -0.2 0.0 -0.2
H -3.574 1.480 -1.831 0.3 0.0 0.1
H 2.762 -2.386 -1.625 -0.5 -0.2 -0.2
H 1.186 -3.001 -3.089 0.5 0.1 0.5
H 1.233 -3.784 -1.061 0.3 0.2 -0.4
N 2.367 2.281 4.237 0.2 0.4 0.1
C 1.726 1.078 4.164 -0.6 -0.9 -0.7
O 1.740 0.317 5.132 0.0 0.4 -0.2
C 1.044 0.703 2.872 0.1 -0.8 0.9
C 1.102 1.424 1.667 -0.6 -0.5 -1.9
C 0.562 0.867 0.477 0.9 2.0 1.5
N -0.010 -0.347 0.484 0.0 0.1 0.6
C -0.266 -0.978 1.709 0.6 1.3 -0.5
C 0.307 -0.524 2.866 0.5 0.0 0.6
H 2.754 2.534 5.134 -0.1 -0.1 -0.2
H 2.329 2.984 3.524 -0.1 -0.1 -0.1
H 1.575 2.404 1.615 -0.1 -0.2 -0.1
H 0.573 1.410 -0.471 0.0 -0.2 0.3
H -1.076 -1.723 1.554 -0.7 -0.6 1.3
H 0.284 -1.086 3.805 -0.3 0.2 -0.3